{"formula": "C4H5N3O", "method": "ωB97M-V with the def2-TZVPD basis set", "smiles": "N#C/C(N)=C/C=N/O", "orbital_gap_ev": 8.59, "multiplicity": 1, "relative_energy_ev": 3.592, "homo_ev": -8.3, "symbols": ["N", "C", "C", "N", "C", "C", "N", "O", "H", "H", "H", "H", "H"], "xyz": [[-0.708, 3.301, -1.653], [-0.260, 2.293, -1.288], [0.247, 0.997, -0.809], [1.384, 0.668, -1.440], [-0.417, 0.269, 0.099], [-0.178, -1.013, 0.753], [-1.071, -1.336, 1.623], [-0.725, -2.577, 2.081], [1.835, 1.269, -2.140], [1.880, -0.213, -1.205], [-1.263, 0.750, 0.565], [0.590, -1.705, 0.581], [-1.314, -2.704, 2.831]], "lowdin_charge": [0.156, -0.152, -0.376, 0.096, -0.052, -0.136, -0.017, -0.070, 0.119, 0.126, 0.111, 0.102, 0.093]}

=====

{"formula": "C18H42CuN3OP2S", "method": "ωB97M-V with the def2-TZVPD basis set", "orbital_gap_ev": [4.18, 7.32], "multiplicity": 2, "charge": 1, "relative_energy_ev": 0.547, "homo_ev": [-6.5, -9.6], "symbols": ["Cu", "P", "P", "N", "C", "H", "H", "C", "H", "H", "C", "H", "H", "C", "H", "H", "C", "C", "H", "H", "H", "C", "C", "H", "H", "H", "C", "C", "H", "H", "H", "C", "C", "H", "H", "H", "C", "O", "C", "H", "H", "H", "C", "H", "H", "H", "C", "H", "H", "H", "C", "H", "H", "H", "H", "H", "H", "H", "H", "H", "N", "C", "N", "S", "H", "H", "H", "H"], "xyz": [[1.113, 0.152, 2.430], [-0.676, -2.140, -2.234], [0.604, 1.965, 1.228], [0.649, 0.363, -1.872], [0.450, -1.514, -3.509], [1.309, -2.194, -3.606], [-0.080, -1.516, -4.473], [0.959, -0.089, -3.218], [2.055, -0.054, -3.335], [0.567, 0.606, -3.988], [0.959, 1.773, -1.669], [0.051, 2.378, -1.826], [1.702, 2.050, -2.436], [1.600, 2.122, -0.322], [1.976, 3.156, -0.384], [2.481, 1.482, -0.179], [1.218, 3.481, 2.125], [2.681, 3.278, 2.539], [3.349, 3.207, 1.673], [2.804, 2.370, 3.147], [3.003, 4.133, 3.145], [-1.081, 2.415, 0.648], [-2.147, 2.241, 1.727], [-3.130, 2.435, 1.280], [-2.013, 2.949, 2.553], [-2.149, 1.227, 2.142], [-1.945, -3.250, -2.868], [-2.741, -3.966, -1.771], [-3.634, -4.413, -2.224], [-3.078, -3.286, -0.980], [-2.167, -4.784, -1.314], [0.371, -2.816, -0.900], [-0.408, -3.085, 0.387], [0.296, -3.127, 1.228], [-0.935, -4.048, 0.341], [-1.135, -2.295, 0.618], [2.632, -0.348, 1.716], [3.599, -0.685, 1.171], [-1.125, 3.814, 0.019], [-0.210, 4.086, -0.526], [-1.957, 3.847, -0.701], [-1.315, 4.586, 0.780], [-1.377, -4.216, -3.910], [-2.198, -4.827, -4.308], [-0.920, -3.683, -4.753], [-0.632, -4.897, -3.472], [1.178, -4.029, -1.368], [1.894, -4.301, -0.581], [0.543, -4.909, -1.545], [1.757, -3.827, -2.280], [0.347, 3.851, 3.330], [0.077, 2.973, 3.933], [0.910, 4.535, 3.980], [-0.572, 4.375, 3.041], [1.157, 4.292, 1.379], [1.070, -1.980, -0.714], [-1.273, 1.668, -0.139], [-2.638, -2.557, -3.375], [-0.384, 0.143, -1.681], [-1.396, -0.991, -1.784], [0.673, -0.462, 5.771], [-0.421, -0.033, 5.108], [-1.231, 0.818, 5.759], [-0.781, -0.546, 3.520], [0.735, -0.373, 6.779], [1.228, -1.191, 5.341], [-2.092, 1.112, 5.312], [-1.092, 1.049, 6.737]], "lowdin_charge": [-0.093, 1.105, 0.937, -0.115, -0.248, 0.097, 0.099, -0.268, 0.130, 0.123, -0.265, 0.104, 0.124, -0.307, 0.089, 0.069, -0.544, -0.123, 0.074, 0.055, 0.079, -0.549, -0.133, 0.084, 0.059, 0.002, -0.522, -0.094, 0.095, 0.084, 0.081, -0.496, -0.108, 0.085, 0.072, 0.070, -0.348, -0.011, -0.114, 0.064, 0.086, 0.083, -0.092, 0.096, 0.076, 0.078, -0.083, 0.101, 0.077, 0.075, -0.113, 0.061, 0.080, 0.061, 0.099, 0.106, 0.084, 0.125, 0.056, 0.077, 0.104, -0.864, 0.109, 0.633, 0.118, 0.101, 0.109, 0.120]}

=====

{"formula": "C2H4Cl2N6", "method": "ωB97M-V with the def2-TZVPD basis set", "smiles": "NC(=N/Cl)/N=N/C(N)=N\\Cl", "orbital_gap_ev": 7.63, "multiplicity": 1, "relative_energy_ev": 0.724, "homo_ev": -9.5, "symbols": ["N", "C", "N", "Cl", "N", "N", "C", "N", "N", "Cl", "H", "H", "H", "H"], "xyz": [[-0.854, -2.075, 0.585], [-1.423, -0.887, 0.138], [-2.719, -0.844, 0.157], [-3.452, 0.640, -0.388], [-0.572, 0.269, -0.072], [0.635, 0.026, 0.148], [1.544, 1.040, 0.134], [1.016, 2.205, 0.641], [2.849, 0.778, -0.057], [3.253, -0.850, -0.366], [-1.425, -2.960, 0.628], [0.067, -2.143, 0.284], [0.046, 2.199, 0.191], [1.486, 3.034, 0.268]], "lowdin_charge": [0.117, -0.526, -0.341, 0.503, 0.096, 0.030, -0.568, 0.122, -0.361, 0.537, 0.139, 0.036, 0.109, 0.107]}

=====

{"formula": "C26H20N8OOsS2", "method": "ωB97M-V with the def2-TZVPD basis set", "orbital_gap_ev": [5.70, 3.40], "multiplicity": 5, "charge": 2, "relative_energy_ev": 0.770, "homo_ev": [-12.2, -13.1], "symbols": ["Os", "S", "C", "C", "C", "C", "C", "C", "S", "H", "H", "H", "H", "C", "N", "C", "N", "C", "N", "C", "C", "C", "C", "C", "C", "C", "N", "N", "C", "O", "C", "C", "C", "C", "C", "C", "N", "C", "N", "C", "N", "C", "H", "H", "H", "H", "H", "H", "H", "H", "H", "H", "H", "H", "H", "H", "H", "H"], "xyz": [[-1.067, -1.303, -2.743], [-2.354, -0.726, -4.472], [-1.251, -0.379, -5.799], [-1.722, 0.145, -6.998], [-0.822, 0.423, -8.015], [0.536, 0.177, -7.843], [1.008, -0.355, -6.654], [0.105, -0.626, -5.634], [0.663, -1.318, -4.109], [-2.780, 0.327, -7.131], [-1.183, 0.829, -8.950], [1.229, 0.396, -8.643], [2.062, -0.561, -6.519], [-2.054, 3.581, 0.318], [-1.632, 2.613, -0.681], [-1.919, 1.314, -0.759], [-1.282, 0.792, -1.795], [-0.601, 1.850, -2.326], [-0.788, 2.963, -1.669], [-1.038, 3.750, 1.427], [-0.510, 5.010, 1.733], [0.363, 5.194, 2.802], [0.743, 4.120, 3.577], [0.265, 2.840, 3.238], [-0.632, 2.666, 2.171], [0.683, 1.710, 3.983], [1.221, 1.669, 5.210], [1.353, 0.405, 5.541], [0.940, -0.330, 4.499], [0.505, 0.463, 3.499], [0.947, -1.740, 4.357], [0.959, -2.543, 5.509], [0.875, -3.914, 5.362], [0.832, -4.472, 4.092], [0.891, -3.679, 2.936], [1.015, -4.368, 1.597], [0.851, -3.486, 0.452], [-0.241, -2.987, -0.122], [0.118, -2.232, -1.157], [1.486, -2.313, -1.158], [1.955, -3.056, -0.197], [0.926, -2.312, 3.070], [-3.004, 3.228, 0.720], [-2.234, 4.526, -0.188], [-2.605, 0.809, -0.099], [0.017, 1.775, -3.206], [-0.804, 5.865, 1.137], [0.741, 6.183, 3.022], [1.417, 4.236, 4.415], [-1.012, 1.674, 1.958], [1.002, -2.082, 6.486], [0.847, -4.552, 6.234], [0.781, -5.551, 3.993], [0.330, -5.212, 1.513], [2.030, -4.755, 1.494], [-1.247, -3.198, 0.202], [2.110, -1.818, -1.882], [0.977, -1.668, 2.202]], "lowdin_charge": [0.792, 0.601, -0.666, -0.093, -0.054, -0.055, -0.097, -0.655, 0.626, 0.113, 0.117, 0.116, 0.112, -0.049, -0.114, -0.123, -0.073, -0.175, 0.154, -0.162, 0.044, -0.006, 0.041, -0.114, 0.058, -0.199, 0.182, 0.181, -0.200, 0.168, -0.115, 0.041, -0.009, 0.034, -0.161, -0.050, -0.121, -0.109, -0.128, -0.205, 0.152, 0.058, 0.146, 0.140, 0.145, 0.121, 0.136, 0.130, 0.136, 0.126, 0.136, 0.130, 0.138, 0.147, 0.150, 0.150, 0.087, 0.127]}

=====

{"formula": "C2H2FLiO", "method": "ωB97M-V with the def2-TZVPD basis set", "orbital_gap_ev": 5.92, "multiplicity": 1, "relative_energy_ev": 3.936, "homo_ev": -7.0, "symbols": ["H", "C", "C", "O", "H", "F", "Li"], "xyz": [[2.649, 1.451, -0.416], [-0.264, -0.394, 0.262], [-1.489, -0.185, -0.176], [0.818, -0.696, 0.599], [-1.935, -0.813, -0.945], [-2.251, 0.778, 0.375], [2.471, -0.142, 0.300]], "lowdin_charge": [-0.277, -0.117, -0.113, 0.005, 0.132, 0.027, 0.343]}

=====

{"formula": "C5H8N", "method": "ωB97M-V with the def2-TZVPD basis set", "smiles": "C#CC[NH+]1CC1", "orbital_gap_ev": 10.96, "multiplicity": 1, "charge": 1, "relative_energy_ev": 6.205, "homo_ev": -14.7, "symbols": ["C", "C", "C", "N", "C", "C", "H", "H", "H", "H", "H", "H", "H", "H"], "xyz": [[2.698, 0.625, 0.308], [1.812, -0.218, 0.411], [0.639, -0.691, -0.343], [-0.607, -0.143, 0.334], [-0.979, 1.298, 0.075], [-1.953, 0.134, -0.293], [3.564, 1.141, 0.628], [0.857, -0.132, -1.266], [0.602, -1.776, -0.343], [-0.559, -0.654, 1.228], [-0.557, 1.454, -0.894], [-1.546, 1.535, 1.132], [-2.883, 0.044, 0.248], [-2.393, -0.125, -1.222]], "lowdin_charge": [0.177, -0.085, -0.129, -0.076, 0.049, -0.038, 0.049, 0.141, 0.137, 0.195, 0.128, 0.219, 0.116, 0.116]}

=====

{"formula": "C3H7BO2", "method": "ωB97M-V with the def2-TZVPD basis set", "orbital_gap_ev": [5.27, 7.61], "multiplicity": 3, "relative_energy_ev": 2.428, "homo_ev": [-4.6, -9.9], "symbols": ["B", "C", "C", "C", "O", "O", "H", "H", "H", "H", "H", "H", "H"], "xyz": [[-0.518, -0.130, 0.091], [2.163, -0.523, -0.151], [1.180, 0.159, -0.570], [-2.097, 0.606, 0.573], [-0.431, -1.366, 0.608], [1.175, 1.084, -1.569], [3.119, -0.376, -0.545], [1.999, -1.012, 0.747], [-1.999, 1.252, 1.562], [-2.566, 1.335, -0.133], [-2.669, -0.362, 0.618], [-1.270, -1.547, 0.976], [1.913, 0.880, -2.206]], "lowdin_charge": [-0.281, 0.055, -0.316, -0.048, 0.085, 0.055, 0.071, 0.065, 0.074, 0.025, 0.031, 0.052, 0.132]}

=====

{"formula": "C8H20NO2PSi", "method": "ωB97M-V with the def2-TZVPD basis set", "orbital_gap_ev": 9.58, "multiplicity": 1, "relative_energy_ev": 0.067, "homo_ev": -8.7, "symbols": ["C", "C", "C", "C", "C", "C", "C", "C", "N", "O", "O", "Si", "P", "H", "H", "H", "H", "H", "H", "H", "H", "H", "H", "H", "H", "H", "H", "H", "H", "H", "H", "H", "H"], "xyz": [[-1.120, 2.332, -0.399], [0.255, 3.027, -0.490], [2.871, -1.073, 1.346], [3.719, -0.582, -1.165], [-2.939, -0.277, -1.454], [-3.124, 0.250, 1.510], [-0.946, -1.853, 0.811], [2.961, -0.115, 0.126], [-0.754, 0.994, 0.082], [0.891, 2.602, 0.694], [1.672, 0.363, -0.221], [-1.875, -0.271, 0.179], [0.648, 0.979, 0.975], [-1.616, 3.016, 0.226], [-1.587, 2.136, -1.389], [0.949, 2.614, -1.219], [0.338, 4.161, -0.342], [2.790, -2.224, 1.061], [3.688, -1.008, 1.968], [1.995, -0.844, 1.978], [3.077, -0.846, -1.983], [4.293, -1.407, -1.033], [4.465, 0.305, -1.445], [-2.333, 0.059, -2.266], [-3.216, -1.302, -1.552], [-3.709, 0.468, -1.174], [-2.846, -0.012, 2.553], [-3.365, 1.428, 1.606], [-4.195, -0.264, 1.442], [-0.496, -1.570, 1.677], [-1.656, -2.530, 0.929], [-0.328, -2.167, 0.009], [3.666, 0.756, 0.590]], "lowdin_charge": [-0.197, -0.233, -0.095, -0.038, -0.154, -0.215, -0.127, -0.475, -0.342, -0.343, -0.315, 0.457, 0.918, 0.093, 0.121, 0.105, 0.148, 0.120, 0.029, 0.016, 0.063, 0.018, 0.120, 0.006, 0.007, 0.036, 0.010, 0.069, 0.059, -0.020, -0.028, 0.028, 0.160]}

=====

{"formula": "H4O2", "method": "ωB97M-V with the def2-TZVPD basis set", "smiles": "O.O", "orbital_gap_ev": 11.99, "multiplicity": 1, "relative_energy_ev": 0.314, "homo_ev": -11.4, "symbols": ["O", "H", "H", "O", "H", "H"], "xyz": [[0.027, 0.272, 1.573], [0.655, -0.263, 1.076], [-0.271, 0.953, 0.900], [-0.097, 0.068, -1.319], [-0.876, -0.557, -1.342], [0.562, -0.473, -0.887]], "lowdin_charge": [-0.087, 0.005, 0.059, -0.072, 0.082, 0.013]}

=====

{"formula": "C40H28N3NiP", "method": "ωB97M-V with the def2-TZVPD basis set", "orbital_gap_ev": [6.60, 6.56], "multiplicity": 1, "homo_ev": [-6.6, -6.6], "symbols": ["Ni", "C", "C", "N", "C", "C", "C", "C", "C", "C", "C", "N", "C", "C", "C", "C", "C", "C", "C", "C", "N", "C", "H", "H", "H", "H", "H", "H", "H", "H", "H", "H", "H", "H", "C", "C", "C", "C", "C", "C", "P", "C", "C", "C", "C", "C", "C", "C", "C", "C", "C", "C", "C", "C", "C", "C", "C", "H", "H", "H", "H", "H", "H", "H", "H", "H", "H", "H", "H", "H", "H", "H", "H"], "xyz": [[1.708, -0.159, -0.053], [1.185, -3.620, -2.410], [1.492, -2.304, -2.037], [1.706, -1.955, -0.784], [1.614, -2.894, 0.201], [1.426, -4.253, -0.095], [1.194, -4.591, -1.446], [1.413, -5.194, 0.966], [1.561, -4.743, 2.246], [1.673, -3.372, 2.559], [1.658, -2.413, 1.559], [1.680, -1.053, 1.629], [1.395, -0.242, 2.685], [1.013, -0.549, 3.982], [0.722, 0.470, 4.911], [0.808, 1.796, 4.594], [1.177, 2.163, 3.278], [1.266, 3.501, 2.837], [1.597, 3.769, 1.540], [1.817, 2.702, 0.655], [1.746, 1.445, 1.035], [1.449, 1.154, 2.339], [0.941, -3.842, -3.440], [1.563, -1.513, -2.772], [0.989, -5.625, -1.699], [1.286, -6.245, 0.745], [1.575, -5.455, 3.063], [1.790, -3.091, 3.591], [0.902, -1.571, 4.301], [0.424, 0.179, 5.911], [0.586, 2.567, 5.321], [1.064, 4.302, 3.538], [1.671, 4.783, 1.173], [2.051, 2.877, -0.387], [-4.021, -2.899, -1.776], [-4.426, -1.575, -1.661], [-3.533, -0.604, -1.243], [-2.216, -0.942, -0.925], [-1.843, -2.285, -0.975], [-2.731, -3.258, -1.419], [-0.879, 0.221, -0.470], [-1.684, 1.425, 0.639], [-2.145, 0.929, 1.864], [-2.625, 1.785, 2.839], [-2.638, 3.157, 2.614], [-2.174, 3.660, 1.410], [-1.698, 2.800, 0.427], [-0.569, 1.162, -2.015], [-1.588, 1.715, -2.750], [-1.335, 2.418, -3.943], [-0.053, 2.553, -4.390], [1.031, 1.999, -3.668], [2.358, 2.140, -4.144], [3.395, 1.602, -3.443], [3.151, 0.910, -2.234], [1.887, 0.742, -1.717], [0.789, 1.294, -2.456], [-4.722, -3.648, -2.120], [-5.447, -1.301, -1.898], [-3.865, 0.421, -1.140], [-0.874, -2.596, -0.603], [-2.414, -4.292, -1.472], [-2.112, -0.139, 2.054], [-2.975, 1.384, 3.782], [-3.005, 3.829, 3.380], [-2.177, 4.728, 1.230], [-1.332, 3.203, -0.509], [-2.612, 1.618, -2.415], [-2.160, 2.845, -4.498], [0.156, 3.088, -5.309], [2.526, 2.678, -5.070], [4.411, 1.706, -3.807], [4.004, 0.502, -1.701]], "lowdin_charge": [0.363, -0.041, -0.094, 0.052, -0.145, -0.166, -0.009, -0.057, -0.082, -0.014, -0.194, 0.014, -0.197, -0.014, -0.084, -0.058, -0.159, -0.005, -0.042, -0.087, 0.058, -0.132, 0.110, 0.115, 0.119, 0.106, 0.104, 0.086, 0.079, 0.104, 0.107, 0.120, 0.108, 0.115, -0.088, -0.083, -0.091, -0.338, -0.093, -0.077, 1.139, -0.355, -0.100, -0.085, -0.093, -0.090, -0.092, -0.287, -0.094, -0.074, -0.037, -0.172, -0.055, -0.088, -0.115, -0.223, -0.184, 0.101, 0.103, 0.100, 0.077, 0.102, 0.110, 0.104, 0.100, 0.103, 0.099, 0.090, 0.102, 0.110, 0.106, 0.099, 0.094]}

=====

{"formula": "H3O5P3", "method": "ωB97M-V with the def2-TZVPD basis set", "orbital_gap_ev": 8.19, "multiplicity": 1, "relative_energy_ev": 4.336, "homo_ev": -9.3, "symbols": ["O", "O", "O", "O", "O", "P", "P", "P", "H", "H", "H"], "xyz": [[1.677, -2.298, 0.300], [-1.663, 0.338, 0.241], [-0.268, 0.089, 2.486], [0.765, -0.254, 1.683], [0.879, 0.685, 0.693], [0.355, -1.923, 0.719], [0.004, 1.544, -1.945], [-0.397, -0.001, -0.481], [-1.059, 0.023, 1.880], [-1.117, 1.200, -2.615], [0.824, 0.599, -2.961]], "lowdin_charge": [-0.445, -0.477, -0.010, -0.431, -0.311, 0.841, 0.637, 0.380, 0.056, -0.196, -0.044]}

=====

{"formula": "C4H9OP", "method": "ωB97M-V with the def2-TZVPD basis set", "smiles": "C[C@@H]1C[C@H]1OP", "orbital_gap_ev": 10.56, "multiplicity": 1, "relative_energy_ev": 1.760, "homo_ev": -9.5, "symbols": ["C", "C", "C", "C", "O", "P", "H", "H", "H", "H", "H", "H", "H", "H", "H"], "xyz": [[-2.182, -0.020, 0.180], [-0.844, 0.402, -0.163], [0.096, -0.451, -0.912], [0.373, -0.118, 0.520], [1.432, 0.959, 1.083], [2.964, 0.667, 0.537], [-2.813, -0.224, -0.750], [-2.779, 0.647, 0.833], [-2.043, -0.991, 0.663], [-0.612, 1.488, -0.360], [-0.201, -1.452, -1.129], [0.692, 0.117, -1.637], [0.188, -0.802, 1.344], [2.997, -0.685, 0.588], [2.732, 0.461, -0.797]], "lowdin_charge": [-0.081, -0.373, -0.082, -0.246, -0.508, 0.771, 0.105, 0.089, 0.081, 0.165, 0.107, 0.106, 0.138, -0.130, -0.141]}